1.
{"formula": "C5H6O2", "method": "ωB97M-V/def2-TZVPD", "relative_energy_ev": 3.740, "energy_ha": -344.464458, "e_homo_ev": -9.43, "total_charge": 0, "symbols": ["C", "C", "C", "C", "C", "O", "O", "H", "H", "H", "H", "H", "H"], "xyz": [[-0.0564, -0.7422, -1.5443], [1.8495, -0.1157, -1.8333], [-0.3029, 1.1805, 0.1281], [0.5583, 0.1961, 0.8861], [-0.1673, -0.2509, -0.3169], [1.1095, -1.3494, -1.9532], [2.0228, 0.6044, -2.7543], [-0.8031, -0.5353, -2.3056], [2.2995, -0.0768, -0.8435], [-1.1191, 1.6897, 0.6149], [0.2311, 1.8480, -0.5529], [1.6354, 0.2884, 0.9464], [0.1204, -0.1005, 1.8306]], "forces_ev_per_angstrom": [[-0.6, -0.2, 0.6], [0.9, -1.5, -0.8], [-0.3, 0.1, -0.2], [0.1, -0.3, -0.1], [-0.1, 1.6, 0.4], [0.3, 0.4, -0.2], [0.0, 0.2, 0.2], [0.2, 0.0, -0.1], [0.1, 0.3, 0.0], [-0.3, -0.3, 0.2], [-0.2, -0.1, 0.1], [0.1, 0.1, -0.1], [-0.1, -0.2, 0.0]]}

=====

2.
{"formula": "C3IrLiO6", "method": "ωB97M-V/def2-TZVPD", "relative_energy_ev": 0.000, "energy_ha": -677.179976, "e_homo_ev": [-13.42, -13.36], "multiplicity": 6, "s_squared": 8.758, "total_charge": 1, "symbols": ["C", "O", "C", "O", "O", "Ir", "Li", "O", "O", "O", "C"], "xyz": [[-0.5179, 0.4957, -0.1879], [0.1400, 1.5534, -0.2585], [-2.0633, 0.5688, 0.1127], [-2.6154, -0.5655, 0.1759], [-2.5732, 1.6763, 0.2671], [1.8767, 2.0399, 0.1697], [-1.4419, -1.9789, -0.1853], [-0.0276, -0.6724, -0.1875], [2.6263, 0.0957, 0.0296], [2.3472, -2.1853, 0.0729], [2.2492, -1.0277, -0.0086]], "forces_ev_per_angstrom": [[-2.7, -5.3, 1.0], [-0.3, 1.6, -1.1], [-2.6, 1.0, 0.2], [1.4, -0.3, -0.3], [1.6, -0.8, -0.3], [2.3, 3.1, 0.9], [-0.6, 0.2, 0.2], [0.5, 2.2, -0.5], [-0.1, -0.7, -0.5], [-1.3, 2.3, -0.5], [1.9, -3.4, 0.8]]}

=====

3.
{"formula": "C34H60FNO6S", "method": "ωB97M-V/def2-TZVPD", "energy_ha": -2335.682380, "e_homo_ev": -8.28, "smiles": "O=C(F)Cc1cccc2c1Nc1ccccc1S2.CCOCC.CCOCC.CCOCC.CCOCC.CCOCC", "total_charge": 0, "symbols": ["O", "C", "F", "C", "C", "C", "C", "C", "C", "C", "N", "C", "C", "C", "C", "C", "C", "S", "H", "H", "H", "H", "H", "H", "H", "H", "H", "H", "C", "C", "O", "C", "C", "H", "H", "H", "H", "H", "H", "H", "H", "H", "H", "C", "C", "O", "C", "C", "H", "H", "H", "H", "H", "H", "H", "H", "H", "H", "C", "C", "O", "C", "C", "H", "H", "H", "H", "H", "H", "H", "H", "H", "H", "C", "C", "O", "C", "C", "H", "H", "H", "H", "H", "H", "H", "H", "H", "H", "C", "C", "O", "C", "C", "H", "H", "H", "H", "H", "H", "H", "H", "H", "H"], "xyz": [[-0.8227, 4.6601, 2.8674], [-0.3290, 4.5454, 1.7761], [0.7468, 3.7689, 1.5077], [-0.9361, 5.3385, 0.6072], [-1.3386, 6.7098, 1.1296], [-0.4315, 7.5697, 1.7143], [-0.8232, 8.8133, 2.1402], [-2.1400, 9.2242, 2.0000], [-3.0253, 8.3452, 1.4350], [-2.6628, 7.0767, 0.9978], [-3.6327, 6.1942, 0.4202], [-4.7972, 6.0512, 1.2423], [-5.2771, 4.8136, 1.6063], [-6.4006, 4.7433, 2.4076], [-7.0921, 5.8501, 2.8418], [-6.6058, 7.0983, 2.4833], [-5.4823, 7.1711, 1.7052], [-4.7651, 8.7518, 1.2381], [-0.2629, 5.4088, -0.2554], [-1.8326, 4.7859, 0.3017], [0.6142, 7.3009, 1.8586], [-0.1488, 9.5198, 2.6180], [-2.4727, 10.1959, 2.3517], [-3.8855, 6.5890, -0.4861], [-4.7822, 3.9050, 1.2678], [-6.7407, 3.7486, 2.6924], [-7.9681, 5.7120, 3.4681], [-7.1197, 7.9968, 2.8187], [-3.3045, 0.2824, -0.6680], [-3.3724, 1.6121, 0.0622], [-3.9151, 1.5226, 1.3674], [-3.2178, 0.6836, 2.2787], [-1.7786, 1.1049, 2.5145], [-4.2968, -0.1668, -0.7352], [-2.9145, 0.4243, -1.6772], [-2.6557, -0.4310, -0.1574], [-4.0257, 2.2887, -0.4918], [-2.3854, 2.0895, 0.0930], [-3.2708, -0.3596, 1.9496], [-3.7655, 0.7372, 3.2201], [-1.1849, 1.0628, 1.5994], [-1.3062, 0.4514, 3.2495], [-1.7398, 2.1316, 2.8830], [-0.4961, -0.8393, -7.0181], [-1.3251, 0.0175, -6.0771], [-2.0377, -0.7266, -5.1044], [-1.2544, -1.5158, -4.2270], [-0.2592, -0.7141, -3.4059], [-1.1302, -1.5646, -7.5315], [-0.0028, -0.2143, -7.7637], [0.2779, -1.3962, -6.4881], [-2.0764, 0.5576, -6.6545], [-0.7017, 0.7775, -5.5925], [-0.7481, -2.3125, -4.7830], [-1.9582, -2.0081, -3.5540], [0.4739, -0.2050, -4.0335], [0.2830, -1.3695, -2.7225], [-0.7765, 0.0488, -2.8213], [1.9043, -4.2109, 3.9254], [1.1209, -3.0002, 3.4485], [0.1240, -2.5653, 4.3580], [0.5743, -2.1725, 5.6431], [1.5596, -1.0171, 5.6155], [1.2302, -5.0457, 4.1270], [2.6257, -4.5198, 3.1685], [2.4547, -4.0050, 4.8449], [0.5967, -3.2576, 2.5272], [1.7957, -2.1731, 3.2011], [0.9942, -3.0325, 6.1767], [-0.3151, -1.8697, 6.1974], [2.4724, -1.2714, 5.0752], [1.8410, -0.7313, 6.6299], [1.1157, -0.1513, 5.1206], [5.2194, -3.0969, -6.6434], [4.4208, -1.8963, -7.1227], [3.4095, -1.4847, -6.2204], [3.8410, -1.0917, -4.9293], [4.8060, 0.0815, -4.9353], [4.5571, -3.9432, -6.4528], [5.9530, -3.3878, -7.3966], [5.7580, -2.8868, -5.7184], [3.9095, -2.1574, -8.0498], [5.0838, -1.0569, -7.3595], [4.2704, -1.9474, -4.3963], [2.9395, -0.8086, -4.3837], [5.7309, -0.1512, -5.4645], [5.0666, 0.3609, -3.9135], [4.3538, 0.9438, -5.4284], [2.7463, -9.0053, 3.5950], [2.4564, -7.9766, 2.5151], [3.4262, -6.9477, 2.4303], [4.7519, -7.3549, 2.1405], [4.8944, -8.0826, 0.8145], [2.8272, -8.5213, 4.5699], [1.9463, -9.7458, 3.6357], [3.6818, -9.5362, 3.4134], [1.5109, -7.4818, 2.7408], [2.3287, -8.4601, 1.5404], [5.1507, -7.9598, 2.9623], [5.3478, -6.4417, 2.1115], [4.3210, -9.0102, 0.7924], [5.9405, -8.3315, 0.6313], [4.5361, -7.4559, -0.0040]], "forces_ev_per_angstrom": [[1.5, -1.1, -1.2], [-1.6, 1.3, 0.8], [-0.6, 0.3, 0.2], [0.9, -0.4, 0.4], [-0.1, -1.3, -0.7], [0.8, 0.2, 0.1], [-0.2, 1.0, 0.4], [0.1, 0.2, 0.2], [-1.8, -0.2, -0.2], [0.3, 0.4, 0.2], [0.2, 0.1, -0.2], [-0.3, 0.0, 0.0], [0.3, -0.2, -0.2], [-0.3, -1.3, 0.2], [0.1, 0.0, 0.0], [-0.9, 0.2, 0.5], [1.3, 1.0, -0.6], [0.0, 0.0, 0.2], [0.0, -0.1, 0.2], [0.2, 0.2, 0.0], [-0.2, -0.2, -0.1], [0.2, -0.3, -0.1], [0.1, -0.1, 0.0], [-0.2, -0.2, 0.1], [0.0, 0.2, 0.2], [0.0, 0.2, 0.0], [0.1, 0.2, -0.1], [0.2, -0.1, -0.1], [0.0, -0.1, 0.1], [0.1, -0.1, -0.1], [-0.2, 0.1, 0.1], [0.1, -0.1, 0.0], [0.0, 0.1, -0.1], [0.0, 0.0, 0.0], [-0.1, 0.0, 0.0], [0.1, 0.0, 0.0], [-0.1, 0.0, 0.1], [0.0, -0.1, 0.0], [0.0, 0.0, 0.0], [-0.1, 0.1, -0.1], [0.0, -0.1, 0.0], [0.0, 0.0, 0.0], [0.0, 0.0, 0.1], [0.0, -0.2, 0.1], [0.1, 0.0, -0.1], [-0.2, 0.0, 0.1], [0.1, -0.1, 0.0], [0.0, 0.1, 0.0], [0.0, 0.1, 0.0], [0.0, 0.0, 0.0], [0.1, 0.1, 0.0], [-0.1, -0.1, 0.1], [0.1, 0.0, 0.0], [0.1, 0.0, 0.0], [-0.1, 0.1, -0.1], [0.0, -0.1, 0.0], [0.0, 0.0, 0.0], [0.0, 0.0, 0.0], [0.0, 0.1, 0.1], [0.2, -0.1, 0.0], [-0.3, 0.0, -0.1], [0.1, 0.0, 0.0], [0.1, 0.0, -0.1], [0.0, 0.0, 0.0], [0.0, -0.1, 0.0], [0.1, 0.0, 0.0], [-0.1, 0.1, 0.1], [0.1, 0.0, 0.0], [0.1, 0.0, 0.0], [-0.1, -0.1, -0.1], [0.0, 0.0, 0.1], [0.0, 0.0, 0.0], [0.0, 0.0, 0.0], [0.0, 0.0, 0.1], [0.1, 0.0, 0.0], [-0.3, 0.0, -0.1], [0.1, 0.0, 0.1], [0.0, 0.0, -0.1], [0.0, 0.0, 0.0], [0.0, 0.0, 0.0], [0.1, 0.0, 0.0], [-0.1, 0.1, 0.1], [0.1, 0.0, 0.0], [0.1, 0.0, 0.0], [-0.1, -0.1, -0.1], [0.0, 0.0, 0.1], [0.0, 0.0, 0.0], [0.0, 0.0, 0.0], [0.1, 0.0, 0.0], [0.0, -0.1, 0.0], [0.0, 0.3, 0.0], [0.1, -0.1, 0.0], [-0.1, 0.0, 0.0], [0.0, 0.0, 0.0], [0.0, 0.0, 0.0], [0.0, -0.1, 0.0], [0.1, 0.1, 0.0], [0.0, -0.1, 0.0], [0.0, -0.1, 0.0], [-0.1, 0.1, 0.1], [0.1, 0.0, 0.0], [0.0, 0.0, 0.0], [0.0, 0.0, 0.0]]}

=====

4.
{"formula": "C18H21KN2O3", "method": "ωB97M-V/def2-TZVPD", "energy_ha": -1633.787364, "e_homo_ev": -7.68, "total_charge": 0, "symbols": ["K", "C", "C", "O", "N", "C", "C", "C", "C", "C", "C", "N", "H", "H", "H", "H", "H", "H", "H", "H", "H", "H", "C", "C", "C", "C", "C", "C", "C", "C", "C", "C", "O", "O", "H", "H", "H", "H", "H", "H", "H", "H", "H", "H", "H"], "xyz": [[0.3034, -0.2589, -0.1518], [-3.5700, 1.7512, 1.3244], [-2.9529, 0.4591, 0.8372], [-2.1175, 0.4284, -0.0559], [-3.4019, -0.6494, 1.4649], [-2.8920, -1.9841, 1.1862], [-1.7689, -2.3932, 2.1138], [-1.8817, -3.5267, 2.9114], [-0.8137, -3.8769, 3.7239], [0.3261, -3.0902, 3.7063], [0.3508, -1.9770, 2.8771], [-0.6800, -1.6328, 2.1091], [-3.6644, 2.4446, 0.4935], [-2.8923, 2.1923, 2.0563], [-4.5413, 1.5777, 1.7825], [-4.0481, -0.5614, 2.2293], [-2.5163, -1.9748, 0.1628], [-3.7127, -2.6955, 1.2588], [-2.7874, -4.1179, 2.8844], [-0.8761, -4.7540, 4.3544], [1.1845, -3.3402, 4.3134], [1.2301, -1.3475, 2.7978], [8.6283, -2.3497, -0.2694], [7.1514, -2.0462, -0.2098], [6.5220, -1.3766, -1.2483], [5.1524, -1.1293, -1.2247], [4.5038, -0.4173, -2.3848], [4.4042, -1.5358, -0.1183], [5.0223, -2.2030, 0.9401], [4.2387, -2.6588, 2.1447], [6.3867, -2.4579, 0.8741], [2.9172, -1.2333, -0.0732], [2.1687, -1.6680, -0.9777], [2.5341, -0.5238, 0.8989], [9.1326, -1.6908, -0.9746], [8.7775, -3.3808, -0.5975], [9.0870, -2.2363, 0.7126], [7.1004, -1.0402, -2.1022], [5.2528, -0.1229, -3.1181], [3.9691, 0.4710, -2.0432], [3.7670, -1.0712, -2.8504], [3.8303, -1.7932, 2.6657], [4.8721, -3.2276, 2.8240], [3.3935, -3.2787, 1.8366], [6.8731, -2.9847, 1.6888]], "forces_ev_per_angstrom": [[-0.3, 0.3, -0.2], [0.2, -0.1, -0.1], [-0.3, 0.2, 0.1], [-0.4, 0.0, 0.0], [0.1, -0.4, -0.1], [0.2, 0.2, 0.0], [-0.2, -0.3, 0.2], [0.0, 0.1, -0.1], [0.0, 0.0, 0.0], [0.0, -0.1, 0.0], [0.0, 0.0, 0.1], [0.1, 0.2, -0.2], [0.0, 0.0, 0.0], [-0.1, 0.0, 0.0], [0.0, 0.1, 0.1], [0.0, 0.2, 0.0], [-0.1, 0.0, 0.0], [0.0, 0.0, -0.1], [0.0, 0.0, 0.0], [0.0, 0.0, 0.0], [0.0, 0.0, 0.0], [0.0, 0.0, 0.0], [-0.3, 0.0, 0.0], [0.2, 0.0, 0.0], [-0.1, 0.0, 0.1], [0.0, 0.0, 0.0], [0.0, -0.2, 0.1], [-0.1, -0.1, -0.3], [0.1, -0.1, 0.1], [0.0, 0.1, -0.1], [0.0, 0.1, -0.1], [0.3, 0.1, 0.4], [0.3, -0.3, -0.3], [0.2, 0.0, 0.2], [0.1, 0.0, 0.0], [0.1, 0.0, 0.0], [0.1, 0.0, 0.0], [0.0, 0.0, 0.0], [0.0, 0.0, 0.0], [0.0, 0.0, 0.0], [0.0, 0.1, -0.1], [0.0, 0.0, 0.1], [0.0, 0.0, 0.0], [0.0, 0.0, 0.1], [0.0, 0.0, 0.0]]}